Record 1
50
Properties=species:S:1:pos:R:3:mulliken_charge:R:1 method="wB97M-V/def2-TZVPD" charge=-1 homo_energy_ev=-5.2 homo_lumo_gap_ev=7.18 lumo_ev=2.01 molar_mass_g_mol=577.90 energy_ha=-2024.916645 largest_force_ev_per_a=0.59
Ba -0.30806 -0.16106 0.44289 1.733
C -2.18832 2.59804 1.64523 -1.093
C -0.69715 2.70158 1.57355 0.237
N -0.13275 2.59286 0.42399 -1.267
N 1.25148 2.69160 0.49483 0.573
C 1.94632 2.12381 -0.43105 -0.066
S 1.48310 1.12171 -1.75538 -0.475
S 3.70653 2.36434 -0.28491 -0.252
C 3.81554 3.45028 1.16149 -0.570
C 3.37884 4.88869 0.99424 0.615
C 2.89241 5.41080 -0.19526 -0.259
C 2.49294 6.73969 -0.27405 -0.694
C 2.57618 7.56443 0.83708 -0.400
C 3.05939 7.04880 2.03308 -0.590
C 3.45376 5.72301 2.10857 -0.314
C 0.07119 2.76115 2.84982 0.153
C 0.46216 3.93650 3.46293 -0.325
C 1.22841 3.90896 4.62304 -0.623
C 1.59781 2.67662 5.14960 -0.484
C 1.21613 1.49354 4.53969 -0.559
C 0.44599 1.49310 3.36340 0.633
O 0.09047 0.39859 2.73577 -0.948
H -2.62212 2.46489 0.65443 0.334
H -2.61011 3.48846 2.11599 0.297
H -2.45823 1.74634 2.27741 0.330
H 4.86772 3.40704 1.45256 0.509
H 3.22565 2.98788 1.95429 -0.048
H 2.81018 4.76868 -1.06264 0.351
H 2.10566 7.12771 -1.20810 0.372
H 2.26045 8.59873 0.77758 0.380
H 3.12038 7.67989 2.91175 0.358
H 3.80659 5.31350 3.04854 0.393
H 0.19173 4.88559 3.01216 0.409
H 1.53875 4.83140 5.09672 0.435
H 2.19840 2.63634 6.05178 0.358
H 1.51226 0.53364 4.94753 0.366
N -10.19289 -4.29728 -1.40281 -0.547
C -9.16445 -3.83841 -1.16586 0.067
C -7.88132 -3.26572 -0.87067 0.551
C -7.12605 -3.74473 0.20047 -0.425
C -5.89261 -3.19442 0.48097 -0.577
C -5.37090 -2.15094 -0.29968 0.343
C -6.14379 -1.67868 -1.37077 -0.566
C -7.37864 -2.22618 -1.65316 -0.418
C -4.09012 -1.59346 -0.01247 -3.227
C -2.97978 -1.12864 0.22813 2.235
H -7.52026 -4.55063 0.80607 0.416
H -5.30610 -3.56300 1.31113 0.429
H -5.75240 -0.87273 -1.97616 0.432
H -7.96800 -1.85613 -2.48222 0.417



Record 2
55
Properties=species:S:1:pos:R:3:mulliken_charge:R:1 method="wB97M-V/def2-TZVPD" charge=-1 homo_energy_ev=-6.2 homo_lumo_gap_ev=8.64 lumo_ev=2.45 molar_mass_g_mol=555.29 energy_ha=-4195.299925 largest_force_ev_per_a=0.91
Li 1.60926 -1.25800 0.16156 1.143
O 3.01700 -0.56514 3.83686 -0.702
C 2.64803 -0.52628 2.66860 -0.174
N 1.53651 -1.02454 2.09412 -0.057
C 0.39077 -1.36736 2.72050 -0.086
O -0.10655 -0.90662 3.73960 -0.753
C -0.40021 -2.40900 1.92543 0.583
C -1.67074 -2.76992 2.35025 -0.452
C -2.40468 -3.65065 1.57668 -0.384
C -1.84520 -4.14435 0.40614 -0.527
C -0.56065 -3.74755 0.07347 -0.266
N 0.15756 -2.90372 0.81436 -0.328
C 3.57706 0.10482 1.63588 0.675
C 4.54534 1.00902 2.04636 -0.763
C 5.36264 1.58575 1.09008 -0.278
C 5.19216 1.23607 -0.24321 -0.629
C 4.20325 0.32219 -0.56268 -0.266
N 3.41451 -0.23908 0.35159 -0.147
H -2.05407 -2.33440 3.26269 0.491
H -3.40874 -3.93628 1.86669 0.407
H -2.39443 -4.81731 -0.23965 0.405
H -0.08474 -4.11153 -0.83221 0.408
H 4.63054 1.23712 3.10023 0.455
H 6.12467 2.30088 1.37781 0.400
H 5.80798 1.66761 -1.02148 0.384
H 4.01423 0.03572 -1.59354 0.456
N -1.29672 2.42503 -3.30179 -0.240
C -1.65665 3.06105 -2.16668 0.028
O -2.60338 3.83824 -2.09762 -0.710
C -0.81908 2.77938 -0.94606 0.726
C -1.39653 2.96134 0.30347 -0.349
C -0.65504 2.68437 1.43798 -0.692
C 0.66058 2.26597 1.28133 -0.385
N 1.24272 2.11888 0.09143 -0.309
C 0.50344 2.35903 -0.99575 -0.310
H -1.90715 2.56440 -4.08959 0.238
H -0.65568 1.61936 -3.32350 0.122
H -2.42163 3.30571 0.35366 0.459
H -1.07872 2.79054 2.42905 0.442
H 1.27200 2.03121 2.14792 0.443
H 1.00537 2.22335 -1.94782 0.518
Br -5.05326 -1.41885 -3.48818 -0.238
C -3.69175 -0.90753 -2.25583 -0.076
C -4.05550 -0.53346 -0.97158 -0.628
C -3.05476 -0.17715 -0.07696 -1.124
C -1.72239 -0.21414 -0.46183 0.748
C -1.37752 -0.57175 -1.75877 1.146
C -2.37251 -0.91061 -2.67043 -0.616
C 0.07548 -0.54233 -2.20205 -0.253
O 0.32662 0.07545 -3.25992 -0.876
O 0.89454 -1.11713 -1.43899 -0.688
H -5.09740 -0.51315 -0.68181 0.449
H -3.32046 0.12316 0.93174 0.488
H -0.94094 0.05730 0.23990 0.150
H -2.10521 -1.16509 -3.68745 0.544



Record 3
60
Properties=species:S:1:pos:R:3:mulliken_charge:R:1 method="wB97M-V/def2-TZVPD" charge=0 homo_energy_ev="-8.3 / -8.1" homo_lumo_gap_ev="8.52 / 6.11" lumo_ev="0.19 / -1.98" multiplicity=5 molar_mass_g_mol=718.94 energy_ha=-2831.768806 largest_force_ev_per_a=2.38
Ru 0.04553 0.00151 0.31800 0.108
C 3.26234 0.71260 1.18438 -1.162
N 2.01270 0.20147 1.74801 0.537
C 1.49966 1.07606 2.81739 -1.143
C 0.68856 2.22701 2.16318 -1.057
N -0.32947 1.72269 1.21819 0.541
C -1.48728 2.48832 1.10040 -0.299
C -1.57638 3.85612 1.33573 0.031
F -0.51140 4.56337 1.80273 -0.332
C -2.79587 4.53248 1.27908 0.368
F -2.76041 5.80856 1.64863 -0.294
C -3.87659 3.89993 0.69186 0.376
F -5.05498 4.51657 0.66234 -0.289
C -3.74866 2.57160 0.25363 0.116
F -4.84814 1.97629 -0.24251 -0.309
C -2.57622 1.88515 0.49442 0.368
F -2.47045 0.60444 0.04579 -0.026
C 2.01648 -1.22578 2.08186 -1.138
C 2.09036 -2.04967 0.82942 -1.166
N 0.99306 -1.67525 -0.12968 1.519
C 0.69453 -2.56926 -1.17166 -0.929
C -0.63310 -2.66763 -1.58577 -0.331
F -1.59181 -1.84733 -1.05322 -0.078
C -1.03822 -3.58359 -2.49897 0.258
F -2.30855 -3.66467 -2.87610 -0.302
C -0.08712 -4.43774 -3.11611 0.471
F -0.43577 -5.26224 -4.09209 -0.285
C 1.21098 -4.33858 -2.73477 0.301
F 2.16313 -5.16698 -3.31659 -0.312
C 1.62765 -3.39616 -1.77615 0.685
F 2.93165 -3.46308 -1.41481 -0.349
H 3.98873 0.91529 1.95830 0.347
H 3.07237 1.64200 0.67111 0.276
H 3.76356 -0.05804 0.58705 0.278
H 2.30558 1.59160 3.38523 0.318
H 0.85035 0.49779 3.52302 0.395
H 1.38030 2.87563 1.66108 0.502
H 0.30601 2.89441 2.95577 0.548
H 1.09833 -1.41449 2.63206 0.490
H 2.90951 -1.52498 2.59958 0.349
H 1.98786 -3.10744 1.15873 0.401
H 3.04934 -1.93999 0.35323 0.600
Cl -2.96357 -4.16679 2.99460 -0.203
C -2.85583 -2.64648 2.09612 -0.421
C -1.36576 -2.22759 1.93808 0.458
O -0.47064 -3.02635 2.01761 -0.620
O -1.23365 -0.92751 1.73617 -0.496
H -3.35772 -1.85619 2.70076 0.272
H -3.36686 -2.79189 1.16306 0.252
C 0.87487 2.15604 -3.93437 -0.591
C 1.57674 1.01635 -3.59281 -0.674
C 1.45187 0.41914 -2.35228 -0.493
C 0.46199 0.88202 -1.44586 1.085
C -0.26563 2.01701 -1.78945 -0.117
C 0.02153 2.67520 -2.97083 -0.679
H 0.93154 2.52328 -4.97534 0.353
H 2.25492 0.62402 -4.34601 0.387
H 2.06553 -0.37669 -2.03422 0.457
H -1.06689 2.42434 -1.16293 0.281
H -0.51058 3.61412 -3.19403 0.367



Record 4
55
Properties=species:S:1:pos:R:3:mulliken_charge:R:1 method="wB97M-V/def2-TZVPD" charge=+1 homo_energy_ev=-11.7 homo_lumo_gap_ev=7.47 lumo_ev=-4.23 molar_mass_g_mol=708.29 energy_ha=-2245.940311 largest_force_ev_per_a=0.20
Tl 1.61027 0.71511 0.43380 1.900
C -1.71023 1.62213 3.36590 -1.543
C -0.54255 1.64798 2.44016 0.790
N -0.05536 0.58873 1.91219 0.361
N -0.57209 -0.64056 2.10348 -1.080
C 0.13713 -1.58476 1.49706 0.186
O 1.22477 -1.39809 0.83370 -0.915
C -0.39106 -2.96186 1.55876 0.620
C 0.30499 -3.98855 0.92547 -0.305
C -0.21724 -5.27184 0.91242 -0.765
C -1.43162 -5.53268 1.53288 -0.402
C -2.12262 -4.51137 2.17426 -0.766
C -1.60560 -3.22756 2.18903 -0.125
C 0.13285 2.93790 2.10360 0.705
C -0.26264 4.13356 2.67718 -0.677
C 0.41974 5.29831 2.34622 -0.443
C 1.47944 5.23938 1.46001 -0.805
C 1.82453 4.00652 0.92785 -0.083
N 1.15928 2.89922 1.24136 -0.238
H -2.13963 0.62554 3.38125 0.311
H -2.46478 2.34504 3.05454 0.412
H -1.39542 1.88264 4.37906 0.377
H 1.24901 -3.77341 0.44392 0.495
H 0.32453 -6.07021 0.42337 0.423
H -1.83756 -6.53581 1.52459 0.423
H -3.06432 -4.71959 2.66450 0.420
H -2.13810 -2.42439 2.67847 0.463
H -1.08337 4.15986 3.37865 0.415
H 0.12414 6.24086 2.78673 0.441
H 2.03817 6.12140 1.18300 0.430
H 2.65627 3.88905 0.24423 0.487
O 4.14752 1.27470 -4.92676 -0.524
C 2.97572 0.68209 -5.07392 0.495
O 2.57836 0.27700 -6.13023 -0.542
C 2.12061 0.53053 -3.84856 -0.063
C 0.83758 -0.01711 -3.85771 0.087
Cl -0.09570 -0.63874 -5.11108 -0.085
N 0.35421 0.00483 -2.59915 0.487
N 1.26218 0.55875 -1.78365 -0.262
C 2.33089 0.86876 -2.50301 0.067
C 3.49716 1.45075 -1.74706 0.954
O 4.45738 1.88596 -2.34416 -0.754
O 3.39936 1.45766 -0.44241 -0.707
C -0.86008 -0.50810 -2.02294 -0.360
C -1.80559 0.39871 -1.57016 -0.188
C -2.94469 -0.08499 -0.94355 -0.828
C -3.12159 -1.45252 -0.78354 -0.503
C -2.16687 -2.34514 -1.25212 -0.673
C -1.02193 -1.87536 -1.87749 0.100
H 4.33576 1.54736 -3.99919 0.429
H -1.66057 1.46029 -1.72876 0.562
H -3.69984 0.60627 -0.59351 0.463
H -4.00788 -1.82723 -0.28904 0.453
H -2.30117 -3.41002 -1.11304 0.406
H -0.26177 -2.55699 -2.23661 0.472



Record 5
56
Properties=species:S:1:pos:R:3:mulliken_charge:R:1 method="wB97M-V/def2-TZVPD" charge=-1 homo_energy_ev=-4.2 homo_lumo_gap_ev=6.66 lumo_ev=2.49 molar_mass_g_mol=617.29 energy_ha=-4589.509352 largest_force_ev_per_a=5.14
C 0.26839 -1.17923 3.06793 -1.004
N 0.96080 -1.51241 1.84462 0.386
C 1.05353 -0.60145 0.73732 0.461
H 0.01824 -0.56080 0.23841 -0.717
C 1.32429 0.83682 1.06623 -0.165
C 2.52676 1.15082 1.69867 -0.311
C 2.80213 2.47929 2.00543 -1.234
C 1.87552 3.46273 1.67066 0.367
C 2.18103 4.89373 1.99329 0.892
F 1.58119 5.76051 1.12949 -0.269
F 1.75349 5.22817 3.25134 -0.261
F 3.51771 5.15915 1.95308 -0.277
C 0.66771 3.14987 1.06780 -0.879
C 0.38719 1.82559 0.76132 -0.285
N 1.99807 -1.26704 -0.13041 0.424
C 2.55155 -0.64887 -1.31268 -0.834
C 2.51424 -2.39104 0.47654 1.158
C 1.86482 -2.54537 1.71674 1.206
C 2.33326 -3.44287 2.67746 -0.911
C 3.43389 -4.23184 2.32701 -0.629
C 4.07878 -4.09070 1.08861 -0.659
C 3.64903 -3.13669 0.14544 -0.915
H 0.36196 -2.02961 3.74261 0.353
H 0.74481 -0.30522 3.53833 0.331
H -0.80024 -0.94659 2.90286 0.244
H 3.25264 0.36930 1.96060 0.462
H 3.73728 2.73996 2.49733 0.382
H -0.05140 3.92551 0.83090 0.565
H -0.55285 1.54356 0.28326 0.210
H 3.25197 -1.34405 -1.77687 0.304
H 1.77099 -0.37491 -2.04413 0.199
H 3.09665 0.26657 -1.03693 0.345
H 1.83408 -3.50333 3.65417 0.207
H 3.80480 -4.97506 3.03424 0.347
H 4.92917 -4.72253 0.85162 0.361
H 4.15469 -2.96464 -0.80734 0.221
O -4.93809 -3.49639 -2.32572 -0.389
C -4.90562 -2.34804 -2.46602 0.321
Co -4.88598 -0.60543 -2.79269 -0.095
C -3.90221 -0.61113 -4.27036 0.094
O -3.31749 -0.66387 -5.26870 -0.366
C -6.53022 -0.50277 -3.44622 0.327
O -7.57549 -0.53243 -3.96599 -0.417
C -3.81572 -0.07067 -1.11168 -0.357
C -2.44032 0.03933 -1.09603 0.047
C -1.32211 -0.72372 -0.85049 -0.514
Co -3.25642 1.44074 -1.90193 0.071
C -2.19856 1.54745 -3.32193 -0.003
O -1.58629 1.63659 -4.29622 -0.366
C -2.91260 3.02551 -1.12323 -0.001
O -2.64388 3.97774 -0.52384 -0.406
C -4.75366 1.85020 -2.89549 0.526
O -5.60199 2.48872 -3.36317 -0.429
H -4.39706 -0.23468 -0.19121 0.560
H -0.47233 -0.51685 -1.51690 0.010
H -1.42016 -1.71762 -0.37708 0.313



Record 6
52
Properties=species:S:1:pos:R:3:mulliken_charge:R:1 method="wB97M-V/def2-TZVPD" charge=+1 homo_energy_ev="-10.7 / -10.6" homo_lumo_gap_ev="4.70 / 3.91" lumo_ev="-6.01 / -6.71" molar_mass_g_mol=698.18 energy_ha=-5371.588781 largest_force_ev_per_a=1.66
In 0.45145 0.18528 0.35997 0.678
O -3.29059 5.63220 1.95577 -0.435
C -2.56522 4.78633 1.55830 0.561
S -0.89193 4.56036 2.12258 -0.059
C -0.49806 3.19200 1.11155 0.322
C -1.49726 2.74402 0.24813 0.205
S -1.40373 1.45960 -0.87150 -0.172
S -3.02559 3.57970 0.32638 -0.055
S 1.02732 2.47966 1.34252 -0.246
Ge -1.10597 -1.20749 2.20594 0.514
C 0.05913 -2.77391 2.50982 0.659
C 0.09414 -3.81399 1.58740 -0.346
C 0.78482 -4.97677 1.87315 -0.952
C 1.48577 -5.08843 3.06291 -0.462
C 1.46075 -4.05085 3.98021 -0.066
C 0.74742 -2.89663 3.70894 -0.646
C -2.98330 -1.70364 1.81655 0.547
C -3.28491 -2.57613 0.77775 -0.186
C -4.54839 -3.12972 0.68715 -0.724
C -5.51584 -2.79274 1.62063 -0.439
C -5.23019 -1.89244 2.63460 -0.552
C -3.96514 -1.33900 2.73197 -0.452
H -1.08859 -0.31483 3.47099 -0.015
H -0.42537 -3.72134 0.64203 0.188
H 0.77745 -5.79597 1.16928 0.417
H 2.06145 -5.98118 3.25874 0.458
H 2.00034 -4.13685 4.91124 0.346
H 0.71903 -2.08364 4.42202 0.337
H -2.53114 -2.81683 0.03811 0.324
H -4.77220 -3.82802 -0.10482 0.403
H -6.49880 -3.22924 1.55029 0.398
H -5.99106 -1.63033 3.35386 0.405
H -3.73872 -0.63273 3.52181 0.337
C 3.10964 -4.93580 7.49444 -1.199
C 3.93346 -3.88355 6.84676 0.778
O 3.91417 -2.71905 7.08137 -0.516
S 5.02093 -4.57403 5.52085 -0.165
C 4.71396 -3.46869 4.17793 0.376
C 4.86128 -3.98309 2.88482 -0.610
C 4.40053 -3.26371 1.80777 -0.896
C 3.77671 -2.02835 2.00823 0.652
C 3.77344 -1.45634 3.28730 -0.519
C 4.24680 -2.16858 4.36143 -0.615
C 3.01151 -1.37355 1.03114 -0.048
C 2.36982 -0.76188 0.19026 -0.788
H 2.19971 -4.47081 7.87323 0.359
H 3.65210 -5.33938 8.34866 0.378
H 2.87410 -5.74897 6.81224 0.354
H 5.30621 -4.95442 2.73868 0.458
H 4.49285 -3.65582 0.80785 0.518
H 3.35275 -0.47005 3.42847 0.573
H 4.20297 -1.72136 5.34046 0.620